C34H31N6O2STi | ωB97M-V with the def2-TZVPD basis set

Summary:
- <S²> = 0.753
- HOMO (spin up / spin down) (eV) = -13.4 / -13.4
- total charge = +2
- calculated total energy (eV) = -82738.8284
- 2S+1 = 2

Element x y z (Å)
Ti (-0.498138, 0.734168, -0.235672)
C (0.761672, 1.431598, 2.322665)
N (-0.492482, 1.859325, 1.666243)
C (-0.454864, 3.321313, 1.440228)
C (-1.392240, 3.686589, 0.328781)
C (-2.123285, 4.861494, 0.337491)
C (-3.020330, 5.101736, -0.688677)
C (-3.187749, 4.128954, -1.662911)
C (-2.421432, 2.985059, -1.594191)
N (-1.495647, 2.772578, -0.645717)
C (-1.701894, 1.458537, 2.436114)
C (-2.880414, 1.095736, 1.559104)
C (-4.170460, 1.240557, 2.036965)
C (-5.229833, 0.788551, 1.265948)
C (-4.964344, 0.202692, 0.037725)
C (-3.653648, 0.116697, -0.384009)
N (-2.629780, 0.569431, 0.350113)
C (1.898426, 1.586620, 1.340874)
C (3.213626, 1.698834, 1.745141)
C (4.196266, 1.829518, 0.774672)
C (3.829479, 1.849749, -0.563370)
C (2.493816, 1.722177, -0.887703)
N (1.541119, 1.589602, 0.044748)
H (0.655805, 0.383695, 2.599187)
H (0.966507, 2.012889, 3.226922)
H (0.557056, 3.611070, 1.156441)
H (-0.705311, 3.860008, 2.357033)
H (-2.000828, 5.566101, 1.149009)
H (-3.602972, 6.012837, -0.706674)
H (-3.913259, 4.248232, -2.454758)
H (-2.576714, 2.188174, -2.308463)
H (-1.997602, 2.244381, 3.135172)
H (-1.454676, 0.575055, 3.021560)
H (-4.344258, 1.686915, 3.006970)
H (-6.247940, 0.883776, 1.618494)
H (-5.757727, -0.183510, -0.585693)
H (-3.401428, -0.334160, -1.336309)
H (3.469704, 1.694205, 2.796173)
H (5.236090, 1.924641, 1.057399)
H (4.566653, 1.960393, -1.345388)
H (2.164171, 1.721439, -1.918089)
C (3.227523, -6.031855, 3.142756)
C (2.327146, -5.025800, 2.484136)
C (1.155985, -5.444451, 1.853295)
C (0.302661, -4.532658, 1.256377)
C (0.637063, -3.185836, 1.298251)
C (1.801343, -2.736332, 1.912023)
C (2.638630, -3.664414, 2.501747)
S (-0.411245, -2.024937, 0.536482)
O (-1.504936, -2.686970, -0.106996)
O (-0.742454, -0.949919, 1.492316)
N (0.439347, -1.108406, -0.484370)
C (0.861979, -1.579016, -1.734500)
C (1.577370, -2.719573, -1.990041)
C (1.973490, -3.030643, -3.306618)
C (1.690914, -2.188849, -4.345062)
C (0.995748, -0.981636, -4.103233)
C (0.714863, -0.031560, -5.104568)
C (0.094691, 1.137717, -4.759465)
C (-0.277860, 1.350676, -3.428548)
N (-0.093046, 0.470766, -2.454689)
C (0.575512, -0.687282, -2.789733)
H (3.452755, -6.853643, 2.463320)
H (2.731175, -6.459713, 4.015422)
H (4.162140, -5.582084, 3.470196)
H (0.910188, -6.498613, 1.832027)
H (-0.609255, -4.843098, 0.764487)
H (2.046517, -1.681256, 1.910091)
H (3.550480, -3.335672, 2.983832)
H (1.829691, -3.388673, -1.177234)
H (2.518796, -3.946135, -3.490345)
H (2.004782, -2.425332, -5.353073)
H (1.012349, -0.225705, -6.127585)
H (-0.108550, 1.904739, -5.493087)
H (-0.716921, 2.298504, -3.161156)

Atomic forces in eV per Å
0.2 -0.7 0.2
0.1 0.1 0.0
-0.1 0.0 0.2
0.0 0.1 -0.1
0.1 0.0 0.1
0.0 0.0 0.0
0.0 0.0 0.0
0.0 0.1 0.0
0.0 0.0 0.0
-0.1 0.1 -0.2
-0.1 0.1 0.0
0.0 0.1 0.0
0.0 -0.1 0.0
0.0 0.0 -0.1
-0.1 0.0 0.0
0.1 0.0 0.0
-0.1 0.0 0.0
-0.1 -0.1 0.0
0.1 0.1 -0.1
0.0 0.0 -0.1
0.0 0.0 0.0
0.0 0.0 0.0
0.0 -0.1 0.0
0.0 0.0 0.0
-0.1 0.0 0.0
0.0 0.0 0.0
0.0 0.0 0.0
0.0 0.0 0.0
0.0 0.0 0.0
0.0 0.0 0.0
0.0 0.0 0.0
0.1 0.0 0.0
0.0 0.0 0.0
0.0 0.0 0.0
0.0 0.0 0.0
0.0 0.0 0.0
0.0 0.0 0.0
0.0 0.0 0.0
0.0 0.0 0.0
0.0 0.0 0.0
0.0 0.0 0.0
-0.1 0.0 0.0
0.0 -0.1 0.0
0.0 0.0 0.0
0.0 0.0 0.0
-0.1 0.1 0.0
0.0 -0.1 0.0
0.0 0.0 0.0
0.3 0.3 -0.4
0.0 -0.2 0.2
0.1 0.2 0.0
-0.4 0.0 0.1
0.1 0.1 -0.1
-0.2 0.0 0.2
0.0 0.0 -0.1
0.0 -0.1 0.0
0.0 0.1 0.1
0.0 0.0 0.0
0.0 0.0 -0.1
0.1 0.0 0.1
0.2 0.2 -0.2
-0.1 0.0 0.0
0.0 0.0 0.0
0.0 0.0 0.0
0.0 0.0 0.0
0.0 0.0 0.0
0.0 0.0 0.0
0.0 0.0 0.0
0.0 0.0 0.0
0.0 0.0 0.0
0.0 0.0 0.0
0.0 0.0 0.0
0.0 0.0 0.0
0.0 0.0 0.0
0.0 0.0 0.0